ORCA calculation (ωB97M-V/def2-TZVPD) on 2 unconnected molecules or ions with the total composition C3H5O3 at a distorted geometry.

**Electronic energy**: -9334.7895 eV
**LUMO energy**: 3.72 eV
**Charge**: -1
**Relative energy (zero: lowest compared OMol25 entry of this formula, charge and spin)**: 107.4 kJ/mol
**Molecular weight**: 89.07 g mol⁻¹
**Gap between HOMO and LUMO**: 7.62 eV

```
11
Properties=species:S:1:pos:R:3:forces:R:3:nbo_charge:R:1
O -1.484103 -0.953929 -2.634936 0.7 0.7 1.9 -0.57
C -1.449452 0.058939 -1.935478 -0.4 0.0 -2.4 0.44
C -0.968749 0.339195 -0.531090 -3.1 -3.6 0.4 -0.72
H -2.011961 0.900422 -2.478009 0.7 0.0 1.0 0.07
H -0.642914 -0.626833 0.053050 -0.8 2.0 -1.2 0.27
H -0.277059 1.079193 -0.292573 1.2 1.4 -0.1 0.28
H -2.019871 0.698513 -0.182732 1.7 -0.5 0.3 0.22
O 0.263722 0.286832 2.011181 -0.2 1.4 0.2 -0.81
C 1.413171 -0.130417 1.753408 -1.6 -2.0 0.4 0.63
O 2.419896 0.365060 1.277169 1.0 1.0 -0.4 -0.76
H 1.385864 -1.241301 1.951912 0.9 -0.4 0.0 -0.04
```
Forces are in eV/Å.

ORCA calculation (ωB97M-V/def2-TZVPD) on a single C13H17ClN2O4S molecule.

**Electronic energy**: -48286.0320 eV
**LUMO energy**: 0.47 eV
**Relative energy (zero: lowest compared OMol25 entry of this formula, charge and spin)**: 0.0 kJ/mol
**Molecular weight**: 332.81 g mol⁻¹
**Gap between HOMO and LUMO**: 8.97 eV
**SMILES**: COc1ccc(NC(=O)N[C@@H](CCSC)C(=O)O)cc1Cl

```
38
Properties=species:S:1:pos:R:3:forces:R:3:nbo_charge:R:1
C 3.425601 3.358726 -1.609683 -0.1 0.2 -0.2 -0.25
O 3.710090 2.382324 -0.636228 0.0 -0.3 0.3 -0.48
C 2.678804 1.823071 0.039125 0.0 -0.1 0.1 0.26
C 1.339094 2.162906 -0.107289 0.3 0.0 -0.1 -0.23
C 0.358049 1.521998 0.628500 0.1 -0.1 0.2 -0.25
C 0.686485 0.504907 1.515040 0.3 0.3 -0.4 0.13
N -0.286486 -0.174443 2.260897 0.1 -0.1 0.6 -0.61
C -1.500323 -0.644567 1.855208 0.0 0.1 -0.2 0.81
O -2.247979 -1.201978 2.659769 -0.2 -0.1 0.3 -0.70
N -1.826239 -0.473279 0.554425 0.0 0.1 0.1 -0.67
C -3.111886 -0.912601 0.042447 -0.2 -0.3 0.1 -0.16
C -3.506067 -0.233633 -1.282402 0.0 0.0 0.0 -0.44
C -2.495177 0.715725 -1.910096 0.3 -0.3 -0.2 -0.52
S -0.871672 -0.014727 -2.347760 -0.1 0.1 -0.2 0.17
C -1.381012 -1.369472 -3.439331 0.0 0.3 0.3 -0.75
C -3.111410 -2.459621 -0.110023 -0.1 0.7 -0.1 0.79
O -3.199667 -3.005427 -1.177820 0.0 -0.3 0.0 -0.60
O -3.002093 -3.118317 1.023293 0.1 -0.4 0.5 -0.68
C 2.028470 0.174758 1.695757 -0.1 0.1 -0.2 -0.24
C 3.003936 0.827189 0.972104 -0.1 0.2 -0.1 -0.05
Cl 4.660790 0.416338 1.200324 0.1 -0.1 0.1 0.03
H 2.773255 2.962270 -2.393650 0.0 0.0 0.0 0.18
H 4.387694 3.629267 -2.041206 -0.1 0.0 0.0 0.21
H 2.966533 4.246905 -1.164221 0.0 0.0 0.0 0.18
H 1.045437 2.937692 -0.795723 0.0 0.1 -0.1 0.22
H -0.667858 1.835571 0.525906 -0.1 0.0 0.0 0.22
H -0.017214 -0.490190 3.182511 -0.2 0.0 -0.1 0.42
H -1.095713 -0.313835 -0.131333 0.0 -0.1 0.1 0.43
H -3.852555 -0.680265 0.819817 0.1 0.0 -0.2 0.24
H -3.735322 -1.029929 -1.995242 0.0 0.1 0.1 0.25
H -4.422852 0.339339 -1.129444 0.0 0.0 0.0 0.22
H -2.915992 1.123915 -2.830150 0.0 0.1 0.1 0.23
H -2.254290 1.542007 -1.242211 0.0 0.1 0.0 0.22
H -0.467004 -1.783347 -3.852516 0.0 0.0 -0.1 0.23
H -1.909961 -2.128866 -2.870754 0.0 -0.1 -0.1 0.25
H -2.001929 -0.968113 -4.235341 0.0 -0.1 -0.1 0.21
H -2.870421 -2.510498 1.805708 0.0 0.0 -0.4 0.52
H 2.312019 -0.593240 2.398014 0.1 -0.1 0.0 0.23
```
Forces are in eV/Å.

ORCA calculation (ωB97M-V/def2-TZVPD) on a molecular structure, C15H21IrN4OS at a distorted geometry.

**Electronic energy**: -37561.4328 eV
**LUMO energy (spin up / spin down)**: -8.73 / -8.52 eV
**Charge**: +2
**Molecular weight**: 497.64 g mol⁻¹
**Gap between HOMO and LUMO (spin up / spin down)**: 4.67 / 5.03 eV

```
43
Properties=species:S:1:pos:R:3:forces:R:3:nbo_charge:R:1
Ir 0.199970 -0.227107 -0.905866 -0.6 0.2 5.2 1.09
C -0.713041 -3.181015 -1.705231 -0.7 0.0 0.6 -0.26
C -1.761625 -2.552343 -0.783827 -0.2 -0.5 -0.5 -0.24
N -1.109774 -1.792487 0.291727 0.7 1.2 -1.3 -0.57
C -0.420601 -2.611737 1.294637 0.6 -0.1 0.2 -0.26
C 0.877924 -1.977906 1.778265 0.1 -0.1 -0.2 -0.53
S 2.057782 -1.469931 0.468326 -1.8 0.6 -1.6 0.44
C 2.184690 -2.936904 -0.634928 0.1 0.1 0.1 -0.55
C 1.684885 -2.667463 -2.053975 0.7 -0.1 0.1 -0.24
N 0.297901 -2.171593 -2.092882 0.0 1.7 -0.2 -0.60
H -1.212955 -3.602865 -2.581843 0.2 0.1 0.0 0.26
H -0.218345 -4.008927 -1.197431 0.1 0.0 -0.1 0.21
H -2.414825 -3.335469 -0.384007 0.0 0.0 0.0 0.24
H -2.376737 -1.853508 -1.352926 0.0 0.0 0.1 0.24
H -1.799731 -1.200070 0.746676 0.1 0.2 -0.1 0.43
H -0.218950 -3.600286 0.881082 -0.1 0.1 0.0 0.21
H -1.055596 -2.760750 2.173443 0.0 0.0 -0.1 0.26
H 1.398147 -2.663871 2.447016 0.0 0.1 0.1 0.27
H 0.685328 -1.043813 2.306875 0.1 0.0 0.1 0.26
H 1.659661 -3.758596 -0.153226 0.1 -0.1 0.0 0.24
H 3.244964 -3.188782 -0.678674 -0.1 -0.1 0.0 0.28
H 1.787868 -3.598377 -2.628718 -0.1 0.1 0.0 0.24
H 2.322628 -1.912349 -2.526648 -0.2 -0.2 0.0 0.24
H 0.098270 -1.878163 -3.049670 0.1 0.0 0.1 0.43
O -1.482464 1.052185 -0.304669 1.8 -4.0 -1.9 -0.68
C -1.655895 2.194082 0.210200 0.3 3.3 1.1 0.39
C -2.996275 2.622419 0.475226 0.6 -0.6 -0.1 -0.25
C -3.258870 3.830110 1.050166 0.3 0.2 0.0 -0.15
C -2.206471 4.705027 1.364988 0.4 -0.1 0.0 -0.20
C -0.898384 4.340221 1.116957 -0.6 0.2 0.2 -0.11
C -0.575439 3.097684 0.562249 -0.9 -0.8 -0.6 -0.20
C 0.792143 2.740685 0.307950 -0.8 0.6 0.3 0.40
N 1.254646 1.656870 -0.330607 -1.3 -1.5 -1.2 -0.53
C 2.605582 1.769070 -0.384352 1.5 0.6 0.4 -0.10
C 2.987499 2.925575 0.247171 0.4 -1.1 -0.6 -0.02
N 1.848929 3.513893 0.675068 -0.7 -0.2 0.0 -0.48
H -3.786444 1.942824 0.196480 -0.1 -0.1 0.0 0.23
H -4.275977 4.118897 1.260282 -0.1 0.0 0.0 0.24
H -2.420444 5.670923 1.796076 0.0 0.1 0.0 0.24
H -0.120616 5.048604 1.354518 0.1 0.1 0.0 0.20
H 3.226188 1.041563 -0.869502 0.1 0.0 -0.1 0.23
H 3.957981 3.345309 0.419127 0.2 0.1 0.0 0.26
H 1.806472 4.378370 1.194480 -0.1 -0.1 -0.1 0.45
```
Forces are in eV/Å.

ORCA calculation (ωB97M-V/def2-TZVPD) on a molecular structure, C4H3KLiMgO2 at a distorted geometry.

**Electronic energy**: -30261.4857 eV
**<S²>**: 0.754
**Multiplicity**: 2
**LUMO energy (spin up / spin down)**: -1.44 / -1.42 eV
**Relative energy (zero: lowest compared OMol25 entry of this formula, charge and spin)**: 0.0 kJ/mol
**Molecular weight**: 153.41 g mol⁻¹
**Gap between HOMO and LUMO (spin up / spin down)**: 3.23 / 3.64 eV

```
12
Properties=species:S:1:pos:R:3:forces:R:3:nbo_charge:R:1
C 1.711396 -0.362896 0.080318 -0.2 2.9 3.3 0.13
O 1.975586 -1.577576 0.408538 0.7 -0.9 -0.1 -0.93
Mg -0.472734 -0.221801 -2.021505 0.1 0.2 0.4 0.86
K 1.899520 -3.864182 1.842422 0.0 1.0 -0.6 0.96
H 2.233911 0.609080 0.523528 1.2 -1.7 -1.8 0.17
C 0.461789 0.195229 0.303904 -2.1 -0.4 -1.8 -0.55
C -0.179097 1.489950 -0.025285 0.2 -0.7 0.3 -0.45
C -1.399565 1.525300 -0.631128 0.5 0.5 0.4 -0.19
O -2.114640 0.413769 -1.102678 -0.1 -0.7 0.2 -1.15
Li -2.126925 -0.013853 0.685610 0.5 0.4 -0.6 0.91
H -0.067989 -0.664120 0.772548 -1.2 -0.3 0.4 0.07
H -1.921255 2.471100 -0.836276 0.2 -0.3 0.1 0.16
```
Forces are in eV/Å.

ORCA calculation (ωB97M-V/def2-TZVPD) on 2 unconnected molecules or ions with the total composition C2H3N3O2 at a distorted geometry.

**Electronic energy**: -10684.8982 eV
**LUMO energy**: -0.82 eV
**Relative energy (zero: lowest compared OMol25 entry of this formula, charge and spin)**: 343.3 kJ/mol
**Molecular weight**: 101.06 g mol⁻¹
**Gap between HOMO and LUMO**: 8.76 eV

```
10
Properties=species:S:1:pos:R:3:forces:R:3:nbo_charge:R:1
N -1.882734 -0.007309 0.015236 0.0 -0.1 -0.1 -0.82
C -0.532700 -0.138729 -0.123523 0.1 0.3 -0.2 0.45
N -0.127548 -1.375152 0.630208 0.7 -0.2 0.1 0.10
O 1.051261 -1.562995 0.638098 -0.7 0.1 0.0 -0.20
C 3.112669 0.379228 -0.020258 -0.1 0.8 1.2 0.52
O 2.895933 0.952123 0.939523 0.4 -0.7 -1.2 -0.53
N 0.332338 0.568296 -0.714440 -0.4 -0.2 0.2 -0.68
H -2.394118 0.588413 -0.615528 0.1 0.0 0.1 0.40
H -2.378364 -0.791006 0.413094 0.1 0.1 -0.1 0.41
H -0.076740 1.387134 -1.162409 0.0 -0.1 0.0 0.35
```
Forces are in eV/Å.

ORCA calculation (ωB97M-V/def2-TZVPD) on 3 unconnected molecules or ions with the total composition C18H46ClFN3O7PSi at a distorted geometry.

**Electronic energy**: -70620.6437 eV
**LUMO energy**: 0.43 eV
**Molecular weight**: 530.09 g mol⁻¹
**Gap between HOMO and LUMO**: 8.42 eV
**SMILES**: CC[C@H](Cl)[Si@@](F)(C[C@H](O)CN)P(O)O.COCCNCCOC.COCCNCCOC

```
78
Properties=species:S:1:pos:R:3:forces:R:3:mulliken_charge:R:1
C 0.264802 1.261562 -5.838964 -0.1 -0.6 0.1 -0.97
C 1.366826 0.451851 -6.504482 -0.5 0.4 -0.7 -0.79
C 1.093138 -1.040288 -6.609745 0.4 0.0 0.5 -0.03
Cl -0.396987 -1.399304 -7.542607 0.0 0.0 0.1 -0.15
Si 1.158662 -2.003677 -4.984297 0.5 1.3 0.5 0.33
F 1.410035 -3.512799 -5.409804 -0.1 -0.8 -0.1 -0.27
C 2.606026 -1.535727 -3.885568 -0.8 0.0 -0.5 -1.05
C 2.502847 -0.182986 -3.206612 0.8 0.2 0.9 0.13
O 3.816747 0.116262 -2.707509 0.2 0.2 -0.1 -0.59
C 1.489926 -0.201643 -2.025010 0.5 0.9 -0.2 -0.63
N 1.968512 0.629753 -0.915891 0.0 -0.1 0.2 -0.34
P -0.820514 -2.082038 -3.939879 -1.7 -1.5 -1.2 -0.05
O -1.487770 -0.579817 -3.868311 0.4 -0.2 0.9 -0.39
O -0.575708 -2.649668 -2.395990 0.7 0.3 -0.2 -0.45
H -0.686939 0.808008 -6.083874 -0.3 0.0 -0.1 0.31
H 0.322106 1.217912 -4.758552 0.1 0.3 0.3 0.16
H 0.217423 2.278961 -6.200470 0.2 0.3 0.1 0.38
H 1.457502 0.821500 -7.522637 0.1 0.0 -0.3 0.42
H 2.343267 0.610468 -6.059218 0.2 -0.1 0.3 0.38
H 1.901390 -1.459030 -7.199453 0.2 -0.3 -0.2 0.38
H 2.654834 -2.281145 -3.095993 0.0 -0.3 0.1 0.45
H 3.530105 -1.634524 -4.443529 0.3 0.2 -0.2 0.38
H 2.243141 0.638206 -3.870097 -0.3 -0.1 -0.3 0.33
H 4.135561 0.930998 -3.114196 -0.1 -0.2 0.2 0.40
H 1.355289 -1.215867 -1.672256 -0.2 -0.2 0.1 0.34
H 0.554953 0.223480 -2.386068 -0.4 -0.5 -0.3 0.30
H 2.052909 1.590263 -1.229412 0.1 0.0 0.0 0.18
H 1.272339 0.645437 -0.177340 -0.1 0.0 -0.1 0.16
H -2.377363 -0.708354 -3.498881 0.2 0.3 -0.3 0.32
H -0.839436 -3.582081 -2.445248 -0.1 0.3 0.2 0.31
C 1.085923 3.663580 1.870454 0.0 -0.1 0.1 -0.80
O 1.400076 2.369276 2.346702 0.0 0.2 -0.1 -0.25
C 2.733566 1.954167 2.045607 0.0 -0.4 0.1 -0.79
C 3.533455 1.788603 3.319023 -0.2 0.3 0.1 -0.28
N 3.794666 3.080476 3.943814 0.0 -0.2 0.0 -0.33
C 4.375542 2.991566 5.280034 -0.1 0.2 -0.1 -0.71
C 3.510100 2.400120 6.388783 0.3 0.0 0.2 -0.47
O 2.381989 3.189056 6.719696 -0.1 -0.1 -0.1 -0.42
C 1.213703 2.924936 5.963496 0.0 0.2 0.2 -0.54
H 0.034204 3.847373 2.084622 0.0 0.0 0.0 0.23
H 1.683538 4.431917 2.372582 0.0 0.1 -0.1 0.36
H 1.239981 3.733772 0.788810 0.0 0.1 0.0 0.30
H 3.225056 2.648947 1.359517 0.0 0.1 0.1 0.40
H 2.661964 0.987557 1.545277 0.1 0.0 0.0 0.38
H 4.484790 1.304249 3.083090 0.0 0.0 0.0 0.39
H 2.963602 1.124317 3.983409 0.0 -0.2 -0.1 0.20
H 2.924940 3.594035 4.005751 0.0 0.0 0.0 0.11
H 4.644992 4.007379 5.579883 0.0 0.0 0.1 0.37
H 5.308547 2.422544 5.221129 0.0 0.0 0.0 0.40
H 4.123412 2.365911 7.293626 0.0 0.0 0.0 0.35
H 3.212008 1.365917 6.180562 -0.1 0.0 -0.1 0.33
H 1.153254 1.877972 5.656470 0.0 0.0 -0.1 0.28
H 1.155199 3.569653 5.082253 0.0 -0.1 -0.1 0.17
H 0.353411 3.151552 6.593979 0.0 0.0 0.0 0.30
C -6.807628 -2.914807 0.545981 0.0 0.1 0.1 -0.73
O -6.063784 -2.671567 1.724998 0.0 -0.1 -0.2 -0.35
C -5.169848 -3.726465 2.066011 0.0 0.1 0.4 -0.78
C -3.735392 -3.252186 1.977612 -0.1 0.1 -0.2 -0.22
N -3.349662 -3.015798 0.591961 0.1 0.0 0.2 -0.29
C -2.053613 -2.356414 0.433634 -0.3 0.0 -0.1 -0.27
C -1.932566 -0.918148 0.925405 0.3 0.0 0.0 -0.34
O -2.716029 0.005583 0.187923 -0.1 0.0 0.1 -0.40
C -4.040291 0.187728 0.657813 0.1 0.1 -0.2 -0.68
H -7.506102 -2.088942 0.421660 0.0 0.0 0.0 0.24
H -6.158838 -2.958654 -0.335551 0.0 -0.1 0.0 0.30
H -7.376820 -3.845728 0.624573 0.0 0.0 -0.1 0.35
H -5.331340 -4.606166 1.437354 0.0 0.1 -0.1 0.41
H -5.384455 -4.009649 3.100773 0.0 0.0 0.0 0.40
H -3.078870 -4.013461 2.408165 0.0 0.0 0.0 0.35
H -3.650088 -2.340945 2.585398 0.0 -0.1 0.2 0.21
H -4.057301 -2.441792 0.151824 0.0 0.0 0.0 0.08
H -1.822616 -2.356620 -0.629962 0.0 0.1 0.1 0.02
H -1.285948 -2.964514 0.923009 0.0 0.0 0.1 0.48
H -0.893048 -0.612821 0.773582 0.0 0.0 0.0 0.09
H -2.126239 -0.820429 1.999978 -0.1 0.0 0.0 0.38
H -4.111267 0.059080 1.740372 0.0 -0.1 0.0 0.33
H -4.737162 -0.493486 0.161379 -0.1 0.0 0.1 0.22
H -4.342637 1.205610 0.409426 0.0 0.0 0.0 0.28
```
Forces are in eV/Å.

ORCA calculation (ωB97M-V/def2-TZVPD) on 2 unconnected molecules or ions with the total composition C4H7NOS at a distorted geometry.

**Electronic energy**: -18628.0083 eV
**LUMO energy**: -1.75 eV
**Relative energy (zero: lowest compared OMol25 entry of this formula, charge and spin)**: 631.1 kJ/mol
**Molecular weight**: 117.17 g mol⁻¹
**Gap between HOMO and LUMO**: 6.81 eV

```
14
Properties=species:S:1:pos:R:3:forces:R:3:nbo_charge:R:1
C 1.274938 0.984242 0.183497 2.1 -0.5 -1.7 -0.10
C 0.393792 -0.162135 0.321635 -3.1 -0.2 1.8 -0.07
C 0.146378 -1.235001 -0.611525 1.2 -1.6 -2.0 -0.23
C -2.190042 -0.514242 -0.268557 1.9 0.1 0.8 -0.07
H 1.859903 2.727125 1.188917 -4.7 -0.7 -2.8 0.42
H 2.008595 0.808173 1.018113 -0.2 0.1 -1.2 0.17
H 1.805394 0.906494 -0.879815 -0.8 0.4 2.1 0.17
H 0.067655 -0.387562 1.328261 0.6 -0.1 0.5 0.20
H 0.722525 -1.316531 -1.526903 0.1 0.6 -0.2 0.20
H -0.097798 -2.217893 -0.325089 -0.3 -1.1 1.0 0.21
H -2.605744 0.285418 0.273302 -0.7 1.2 0.5 0.18
N -0.843635 -0.270172 -0.492606 -1.4 0.3 -1.5 -0.40
O 0.568221 2.203984 0.353488 5.0 1.7 3.2 -0.59
S -3.110181 -1.811900 -0.562719 0.4 -0.3 -0.5 -0.08
```
Forces are in eV/Å.

ORCA calculation (ωB97M-V/def2-TZVPD) on a single C3H6O3 molecule.

**Electronic energy**: -9349.6356 eV
**LUMO energy**: 0.77 eV
**Relative energy (zero: lowest compared OMol25 entry of this formula, charge and spin)**: 162.2 kJ/mol
**Molecular weight**: 90.08 g mol⁻¹
**Gap between HOMO and LUMO**: 11.23 eV
**SMILES**: COC(=O)CO

```
12
Properties=species:S:1:pos:R:3:forces:R:3:nbo_charge:R:1
C 1.710193 -0.512216 0.076383 0.4 -0.2 -0.5 -0.26
O 0.842212 -0.030757 1.107967 -0.1 0.4 -0.2 -0.55
C -0.041091 0.691589 0.328811 -0.3 0.5 0.2 0.77
O 0.177017 1.793963 -0.088065 -0.3 -0.5 0.3 -0.55
C -1.282449 -0.139020 0.120502 0.0 -0.1 0.3 -0.18
O -2.024821 0.119521 -1.031558 -0.1 0.4 0.0 -0.69
H 1.166168 -0.375741 -0.866693 0.6 -0.4 -0.2 0.18
H 2.601269 0.113276 0.043050 0.1 -0.2 0.0 0.20
H 1.928111 -1.573579 0.195851 0.1 0.1 0.3 0.20
H -1.014133 -1.198882 0.110301 0.0 0.2 0.0 0.21
H -1.825207 0.052042 1.057941 -0.3 -0.2 0.0 0.20
H -2.237272 1.059800 -1.054488 0.0 0.0 -0.1 0.48
```
Forces are in eV/Å.